Entry 1:
# C39H45AsIrN8PSi

A molecular structure, C39H45AsIrN8PSi at a distorted geometry (ωB97M-V with the def2-TZVPD basis set, OMol25).

Element x y z (Å)
Ir 0.109 0.430 -0.384
C 3.627 0.740 -4.871
N 2.590 1.224 -4.004
C 2.322 2.529 -3.743
C 1.324 2.541 -2.809
N 0.981 1.270 -2.498
C 1.756 0.485 -3.232
P 1.611 -1.330 -3.381
C 2.193 -1.745 -1.700
N 1.730 -1.316 -0.532
C 2.481 -1.921 0.421
C 3.416 -2.719 -0.178
N 3.226 -2.597 -1.515
C 3.999 -3.240 -2.539
C -0.185 -1.433 -3.065
N -0.865 -0.952 -2.031
C -2.167 -1.236 -2.263
C -2.280 -1.900 -3.451
N -1.027 -2.017 -3.950
C -0.678 -2.650 -5.193
H 3.490 1.119 -5.883
H 4.604 1.066 -4.509
H 3.600 -0.349 -4.886
H 2.840 3.327 -4.233
H 0.836 3.377 -2.353
H 2.311 -1.764 1.467
H 4.180 -3.338 0.245
H 4.627 -3.997 -2.076
H 3.347 -3.717 -3.272
H 4.634 -2.516 -3.053
H -2.939 -0.957 -1.575
H -3.142 -2.287 -3.953
H -1.566 -2.725 -5.817
H 0.075 -2.059 -5.716
H -0.289 -3.655 -5.023
C 3.967 1.067 0.342
C 3.019 2.210 0.487
C 3.488 3.499 0.743
C 2.578 4.542 0.849
C 1.231 4.297 0.680
C 0.810 2.979 0.405
N 1.725 1.973 0.347
N -0.424 2.553 0.144
Si -1.941 3.383 -0.088
C -1.832 4.318 -1.761
C -3.155 1.923 -0.247
C -2.393 4.508 1.383
H 4.986 1.380 0.546
H 3.915 0.677 -0.674
H 3.693 0.262 1.018
H 4.544 3.678 0.848
H 2.929 5.541 1.054
H 0.506 5.090 0.738
H -1.609 3.631 -2.572
H -1.074 5.094 -1.752
H -2.784 4.787 -1.980
H -2.647 1.064 -0.690
H -4.005 2.171 -0.873
H -3.535 1.626 0.729
H -2.892 5.406 1.037
H -1.527 4.803 1.963
H -3.073 3.988 2.050
C -3.417 1.123 5.358
C -2.464 1.870 4.683
C -1.906 1.386 3.511
C -2.292 0.145 3.018
C -3.245 -0.603 3.698
C -3.820 -0.103 4.854
As -1.210 -0.642 1.594
C -2.215 -2.163 0.937
C -3.581 -2.091 0.678
C -4.234 -3.163 0.092
C -3.525 -4.304 -0.245
C -2.162 -4.376 -0.005
C -1.506 -3.301 0.566
C 0.015 -1.446 2.878
C -0.249 -2.648 3.520
C 0.612 -3.121 4.499
C 1.732 -2.385 4.853
C 1.987 -1.172 4.232
C 1.127 -0.701 3.254
H -3.840 1.487 6.282
H -2.154 2.824 5.084
H -1.152 1.956 2.977
H -3.530 -1.584 3.338
H -4.574 -0.679 5.367
H -4.131 -1.194 0.944
H -5.295 -3.119 -0.099
H -4.031 -5.145 -0.694
H -1.617 -5.276 -0.249
H -0.437 -3.340 0.755
H -1.133 -3.220 3.262
H 0.402 -4.061 4.990
H 2.402 -2.753 5.615
H 2.856 -0.596 4.514
H 1.310 0.253 2.766

Summary:
* energy relative to the best compared isomer or geometry (same formula, charge and spin): 365.26 kJ/mol
* HOMO level: -12.49 eV
* total charge: +2


Entry 2:
# C39H45BF4O4S

5 unconnected molecules or ions with the total composition C39H45BF4O4S at a distorted geometry (ωB97M-V with the def2-TZVPD basis set, OMol25).

Element x y z (Å)
C -0.672 0.617 2.470
C 0.473 0.703 1.400
S 0.027 1.549 -0.170
C -1.456 2.614 0.047
C -1.063 4.070 0.569
C -2.415 4.873 0.735
C -3.142 4.701 2.096
C -3.879 5.876 2.594
C -4.583 5.912 3.853
C -4.545 4.705 4.676
C -3.850 3.527 4.225
C -3.760 2.204 5.066
C -3.146 3.524 2.932
O -0.326 3.860 1.766
C 0.083 5.066 2.395
C 0.849 6.092 1.473
O 1.830 5.522 0.597
C 2.680 4.554 1.229
B 1.392 7.281 2.429
O 0.586 8.399 2.790
O 2.695 7.219 2.975
H -0.627 -0.296 3.117
H -0.658 1.528 3.133
H -1.700 0.611 2.008
H 0.741 -0.359 1.140
H 1.397 1.119 1.890
H -1.861 2.781 -0.990
H -2.272 2.153 0.650
H -0.483 4.531 -0.272
H -3.116 4.502 -0.066
H -2.215 5.954 0.495
H -3.897 6.794 1.956
H -5.091 6.847 4.171
H -5.048 4.700 5.668
H -2.691 2.084 5.405
H -3.992 1.302 4.453
H -4.383 2.310 5.985
H -2.617 2.606 2.612
H 0.795 4.763 3.217
H -0.752 5.617 2.919
H 0.070 6.569 0.807
H 3.670 4.612 0.699
H 2.266 3.526 1.008
H 2.791 4.672 2.331
H -0.021 8.127 3.505
H 2.722 6.519 3.653
F 6.422 -2.641 0.888
C 5.189 -2.396 0.412
C 4.690 -1.107 0.451
C 3.418 -0.855 -0.046
C 2.656 -1.895 -0.566
C 3.167 -3.187 -0.594
C 4.444 -3.440 -0.108
H 5.295 -0.311 0.867
H 3.019 0.153 -0.028
H 1.661 -1.698 -0.949
H 2.573 -3.994 -0.996
H 4.862 -4.439 -0.130
F 0.196 -3.883 -1.331
C -0.172 -4.803 -0.419
C -1.467 -5.286 -0.432
C -1.848 -6.238 0.504
C -0.933 -6.688 1.448
C 0.365 -6.191 1.454
C 0.752 -5.246 0.511
H -2.169 -4.918 -1.170
H -2.858 -6.629 0.497
H -1.232 -7.428 2.181
H 1.077 -6.539 2.193
H 1.758 -4.857 0.497
F 1.924 0.440 -7.699
C 1.733 0.566 -6.374
C 2.763 0.248 -5.508
C 2.567 0.383 -4.139
C 1.341 0.823 -3.653
C 0.313 1.134 -4.535
C 0.510 1.010 -5.904
H 3.709 -0.101 -5.904
H 3.369 0.144 -3.451
H 1.187 0.924 -2.586
H -0.644 1.473 -4.155
H -0.276 1.256 -6.607
F -2.247 -8.571 -1.895
C -1.548 -8.462 -3.039
C -1.124 -7.214 -3.458
C -0.398 -7.102 -4.637
C -0.115 -8.237 -5.388
C -0.552 -9.485 -4.958
C -1.269 -9.600 -3.774
H -1.360 -6.341 -2.864
H -0.054 -6.131 -4.970
H 0.447 -8.148 -6.310
H -0.335 -10.368 -5.546
H -1.610 -10.564 -3.419

Summary:
* structure (SMILES): CCSC[C@@H](Cc1cccc(C)c1)OC[C@H](OC)B(O)O.Fc1ccccc1.Fc1ccccc1.Fc1ccccc1.Fc1ccccc1
* HOMO level: -8.69 eV


Number 1: orbital gap 6.49 eV. Number 2: orbital gap 8.89 eV.